Entry 1:
A structure of composition C2H18F6Na3O15S2, computed with wB97M-V/def2-TZVPD.

Structure (XYZ):
```
46
Properties=species:S:1:pos:R:3:forces:R:3
Na -3.241623 -1.331136 2.421613 0.6134 0.3499 -0.6264
Na 1.207561 2.446280 4.460854 -0.2531 -0.3160 -0.5699
Na 3.144501 -1.003219 4.147587 -0.6573 -0.7083 -0.7117
C 0.992032 3.330057 -3.220648 -0.0113 -0.9587 -1.4360
F 0.888245 2.997370 -1.914158 -0.2116 0.2198 0.3991
F 0.033019 4.202170 -3.527904 -0.0448 0.1723 0.3695
F 2.173151 3.906584 -3.410649 0.0719 0.2434 0.2746
S 0.866849 1.764895 -4.236310 0.6756 -0.6554 -0.4021
O -0.502165 1.307328 -3.960428 0.0807 0.4136 0.0883
O 1.125061 2.164018 -5.606839 -0.3744 0.0279 1.0873
O 1.877922 0.937034 -3.599986 -0.3587 0.4501 -0.1508
C 0.301354 0.814475 0.705711 1.3308 -0.5133 -0.9618
F 1.051115 1.885666 1.069215 -0.6929 0.1934 0.5098
F -0.993370 1.076773 0.721522 -0.1212 0.5005 0.3543
F 0.683294 0.513740 -0.510944 -0.3527 -0.2241 0.2061
S 0.712476 -0.572733 1.881088 0.0488 -0.6810 -1.3461
O -0.462858 -1.430368 1.892613 -0.1121 0.6207 0.6510
O 1.890493 -1.199737 1.316619 -0.3302 0.6682 0.8053
O 0.993112 0.131438 3.135883 0.3269 0.8376 1.2961
O 1.761742 4.665567 0.073720 0.0245 -0.0249 0.2494
H 1.820854 4.442350 1.004308 0.0836 0.0487 0.0170
H 1.788280 3.817163 -0.387473 -0.0419 0.1887 -0.1920
O -3.723880 0.943603 1.667695 -0.2101 -0.5339 -0.1515
H -4.006615 0.735260 0.760166 0.2423 0.2140 -0.0972
H -4.007729 1.853178 1.805407 -0.0443 -0.0542 0.1049
O 3.626848 -3.291836 0.722948 0.1372 0.1653 0.5379
H 4.240034 -2.806593 0.161244 -0.1249 -0.0673 -0.1637
H 2.982160 -2.631721 1.017303 0.1843 -0.3340 -0.3988
O -2.518508 -1.797724 -0.116495 -0.6586 -0.2612 0.5313
H -2.033116 -1.944071 -0.947520 0.2166 0.0282 0.0973
H -3.364010 -2.240133 -0.260283 0.1028 -0.0174 -0.4405
O -0.010625 -4.229219 2.136863 -0.2856 0.0621 0.3474
H -0.372649 -3.374960 1.878615 0.0953 0.1094 -0.4738
H -0.294766 -4.844920 1.452894 0.1645 -0.0421 0.0344
O 1.299787 -2.102276 -1.511296 -0.3736 -0.2502 0.2087
H 1.283875 -1.971707 -0.557236 0.1074 -0.0855 -0.2364
H 0.418830 -1.829163 -1.820320 0.2477 0.1999 -0.2201
O -3.335327 1.156843 -1.623645 -0.3213 0.0663 0.7945
H -2.703007 1.626460 -1.067422 0.2063 0.0777 -0.2844
H -3.904199 1.852119 -1.974066 0.1032 -0.0812 -0.2741
O 1.012834 -2.554202 4.371680 0.3007 0.3052 0.6191
H 0.962472 -3.091472 5.170839 -0.0141 -0.1273 -0.1508
H 0.377312 -2.958356 3.764414 0.3011 -0.2413 -0.2293
O -1.259002 -0.846502 -2.561166 0.0286 -0.2473 0.6792
H -1.879876 -0.485788 -1.921524 -0.2002 0.4256 -0.3813
H -0.901871 -0.032524 -3.004502 0.1008 -0.1639 -0.3636
```
Forces are in eV/Å.

Results
LUMO energy = -5.9 eV
Gap between HOMO and LUMO = 3.74 eV
HOMO = -9.665 eV
Largest force on an atom = 1.73 eV Å⁻¹
Net charge = +1
E_tot = -3097.946098 Ha

---

Entry 2:
A structure of composition C37H45As2N6O8SW, computed with wB97M-V/def2-TZVPD.

Structure (XYZ):
```
100
Properties=species:S:1:pos:R:3:forces:R:3
W -0.921696 0.101149 0.619640 -0.8039 -0.8440 -0.4076
C 1.903306 -5.615780 1.246552 -0.1228 -0.0748 0.1393
C 0.432712 -5.936435 1.416893 0.4341 -0.0971 -0.1325
C -0.039954 -7.241947 1.347187 0.0228 -0.1500 -0.0560
C -1.385341 -7.536948 1.514739 0.0336 -0.1018 -0.0269
C -2.300629 -6.518015 1.740225 -0.0705 0.0100 -0.0013
C -1.856546 -5.209505 1.819174 -0.0764 0.2515 0.0761
C -0.501553 -4.942826 1.660377 -0.0034 0.3237 0.0365
N 0.022545 -3.601105 1.833827 -0.1515 -0.9466 0.2065
C -0.532582 -2.493535 1.516120 -0.2973 1.1039 -0.4576
N -1.308102 -2.674854 -0.960859 -0.1210 0.1639 -0.0955
C -0.901205 -1.673658 -1.858845 -0.0240 0.1365 0.2394
C -0.611687 -0.376922 -1.357247 -0.1287 -0.1089 0.5618
C -0.298485 0.641542 -2.290628 -0.0108 -0.4844 0.0258
C -0.267145 0.364113 -3.635236 -0.0294 -0.0850 -0.1671
C -0.491918 -0.943614 -4.075692 0.0074 -0.0072 -0.1374
C -0.807423 -1.983985 -3.209476 0.0834 -0.1619 -0.3288
C -1.072092 -3.387040 -3.704861 0.0020 0.0988 0.0322
N -0.066078 -1.269238 1.827041 0.1611 0.4165 0.5805
C 0.868292 -1.059290 2.937588 -0.0169 -0.0674 -0.4611
C 0.353750 -0.997890 4.230080 -0.0913 -0.0775 -0.0604
C 1.198256 -0.737161 5.294546 0.0285 -0.0111 0.0610
C 2.557998 -0.554003 5.055489 0.0103 0.0165 0.0598
C 3.060209 -0.654273 3.767076 0.1311 0.0220 0.0323
C 2.229908 -0.912580 2.675432 0.0829 -0.0470 -0.3409
C 2.819584 -1.074095 1.288085 0.1761 -0.2702 0.5275
H 2.423047 -6.448370 0.777475 -0.0232 -0.0006 0.0071
H 2.394890 -5.449105 2.214694 -0.0864 0.0034 -0.0973
H 2.064519 -4.733540 0.620701 -0.0213 -0.0631 0.0041
H 0.666335 -8.041908 1.157168 -0.0417 0.0233 0.0306
H -1.721335 -8.567988 1.480512 0.0544 0.1181 -0.0257
H -3.351098 -6.743695 1.885725 0.1084 0.0305 -0.0205
H -2.557783 -4.411063 2.041539 0.0819 -0.1174 0.0684
H 0.928215 -3.541091 2.290264 0.0993 0.0117 0.1507
H -1.688403 -3.526952 -1.352158 -0.0504 0.0421 -0.0098
H -0.084336 1.641862 -1.962845 0.0585 0.2928 0.1261
H -0.051349 1.145437 -4.355046 0.0123 -0.0821 0.0559
H -0.432763 -1.158817 -5.139701 -0.0092 0.0284 0.1239
H -0.884266 -3.461933 -4.774600 -0.0126 0.0119 0.0478
H -2.116410 -3.686282 -3.542226 0.1133 0.0519 -0.0130
H -0.429303 -4.121328 -3.206761 -0.0518 0.0910 -0.0488
H -0.698407 -1.200386 4.393505 -0.0279 0.0881 0.0297
H 0.805095 -0.688987 6.305143 0.0513 -0.0185 -0.1361
H 3.228768 -0.347934 5.883969 -0.0750 -0.0350 -0.1206
H 4.127438 -0.539484 3.594929 -0.1277 0.0016 0.0241
H 3.667091 -0.408702 1.139068 -0.0627 -0.0985 0.1273
H 2.103874 -0.884735 0.495863 -0.2020 0.0192 -0.1962
H 3.196612 -2.094032 1.149490 -0.0840 0.0309 0.0307
N -3.026077 1.041227 0.162138 0.6215 -0.4388 -0.3379
N -3.895996 0.332035 -0.706892 0.0260 -0.1061 -0.0636
C -3.751481 -0.963872 -0.967526 -0.0784 -0.1643 -0.1068
N -4.668151 -1.469084 -1.771184 0.1428 0.1014 0.1245
S -2.029201 -2.157651 0.452388 0.4200 -0.0969 0.2776
H -3.521159 1.201789 1.026780 -0.2560 0.1247 0.4876
H -2.901216 1.965848 -0.257176 0.1165 0.3050 -0.1095
H -4.655582 0.896550 -1.060009 -0.1920 0.1842 -0.0667
H -5.438329 -0.947360 -2.174178 -0.0476 0.0276 -0.0246
H -4.651266 -2.446894 -1.999683 0.0219 -0.0731 -0.0001
C 4.001071 -0.342881 -2.184689 -0.1072 0.0633 -0.0041
O 2.903746 0.564448 -1.883974 0.1374 0.0700 0.0890
C 3.107461 1.397197 -0.874719 -0.2296 0.0629 -0.2270
O 3.963948 1.304134 -0.035530 0.1200 0.3443 -0.0938
C 1.993792 2.426098 -0.725664 0.4139 -0.1039 -0.0962
C 1.961858 3.595334 -1.365420 0.0034 -0.0905 -0.0668
As 0.695003 5.085544 -1.129097 0.0473 -0.0644 -0.0281
C -0.083047 5.095870 -2.922601 -0.0020 -0.0031 0.0116
C -0.749989 4.111773 -0.225175 -0.2644 0.4570 -0.3141
C -0.602873 3.150922 0.690210 0.0284 -0.2526 0.4431
As 0.908949 1.942293 0.793524 -0.1321 0.8425 -0.1965
C 1.935251 2.609117 2.279200 0.0012 -0.3895 0.1303
C -1.663221 2.902348 1.696766 0.2988 -0.0509 -0.0127
O -2.642891 3.541539 1.902515 -0.1329 0.2533 0.0554
O -1.396905 1.749144 2.446820 -0.2544 -0.2159 -0.1417
C -2.250219 1.641690 3.642546 0.1738 -0.0889 -0.0653
C -2.071554 4.818689 -0.437871 0.3546 0.1083 0.0470
O -2.172736 6.004576 -0.349506 -0.0852 -0.0805 -0.0299
O -3.028495 3.967813 -0.842555 -0.2419 -0.1065 -0.1003
C -4.322761 4.575605 -1.161138 0.1916 -0.0658 0.0282
C 3.091446 3.906153 -2.343182 0.0300 0.1722 -0.0509
O 3.934086 3.122328 -2.679488 -0.0886 -0.1619 0.1578
O 3.021726 5.172531 -2.740189 0.0183 -0.0298 -0.0320
C 4.087231 5.635729 -3.632306 -0.1514 -0.1087 0.1826
H 4.710305 0.180050 -2.818878 0.0292 0.0616 -0.0230
H 3.559978 -1.178285 -2.715703 -0.0399 -0.0093 -0.0301
H 4.492207 -0.669981 -1.274134 -0.0248 -0.0144 0.0416
H 0.585193 5.670563 -3.552029 0.0415 0.0545 -0.0952
H -1.044759 5.603260 -2.880485 -0.0052 0.0131 0.0180
H -0.194974 4.091449 -3.320304 -0.0373 -0.0490 -0.0414
H 1.964723 3.683236 2.158541 0.0382 0.2551 0.0124
H 2.932623 2.192078 2.215320 0.1610 -0.0573 0.0135
H 1.456194 2.328154 3.211322 -0.0278 -0.0206 0.1091
H -2.086853 0.654266 4.044172 0.1028 -0.1831 0.0260
H -3.290336 1.797816 3.385833 -0.1052 0.0032 -0.0891
H -1.938462 2.398341 4.352913 0.0478 0.0913 0.0355
H -5.070756 3.814487 -0.963481 -0.0068 -0.0265 -0.0028
H -4.332114 4.858215 -2.209294 0.0330 0.0089 -0.0388
H -4.492337 5.444728 -0.538595 0.0190 0.0578 0.0968
H 3.811716 6.642365 -3.915985 -0.0610 0.0612 0.0231
H 4.149738 4.986893 -4.497330 -0.0494 -0.0912 -0.0757
H 5.030942 5.628715 -3.098953 0.0520 -0.0176 0.0898
```
Forces are in eV/Å.

Results
LUMO energy (spin up / spin down) = -9.6 / -9.5 eV
Gap between HOMO and LUMO (spin up / spin down) = 6.30 / 6.57 eV
2S+1 = 3
HOMO (spin up / spin down) = -15.877 / -16.062 eV
Largest force on an atom = 1.23 eV Å⁻¹
Net charge = +3
E_tot = -7303.191667 Ha
Energy relative to the best compared isomer or geometry (same formula, charge and spin) = 117.54 kcal per mole